1 | Density functional theory data (ωB97M-V/def2-TZVPD) for a 2-piece molecular cluster, C3H12NOS overall.

The geometry in ORCA input format:
```
! RIJCOSX wB97M-V def2-TZVPD def2/J DEFGRID3
* xyz 2 2
S -1.94347 1.98553 -2.30683
O 1.48491 -2.82384 0.00462
N 0.37869 -0.83134 1.54383
C -0.72910 0.47860 -0.27503
C -0.88899 1.92159 -0.84300
C 0.31365 0.54013 0.86272
H 1.39821 -2.92360 -0.94212
H -0.42055 -0.74996 2.16839
H 0.03560 2.39677 -1.18304
H 0.14569 1.41525 1.52953
H -0.42902 -0.17689 -1.10643
H 1.33187 0.70340 0.46728
H -1.48210 2.40934 -0.04047
H -1.64500 -0.04479 0.03975
H 1.94403 -3.58201 0.39905
H -0.85351 1.98127 -3.12986
H 0.08896 -1.61527 0.85374
H 1.27015 -1.08416 1.95788
*
```

Results
- LUMO energy (spin up / spin down): -0.2793 / -0.4576 Ha
- Highest occupied orbital energy (spin up / spin down): -0.6969 / -0.6969 hartree
- Frontier orbital gap (spin up / spin down): 11.4 / 6.5 eV

---

2 | Density functional theory data (ωB97M-V/def2-TZVPD) for a 2-piece molecular cluster, C3H12NOS overall.

The geometry in ORCA input format:
```
! RIJCOSX wB97M-V def2-TZVPD def2/J DEFGRID3
* xyz 2 2
S 1.97610 0.93529 -0.58001
O -1.14444 3.31401 -0.35122
N 0.73452 -1.04737 1.30728
C 0.29062 0.42269 -0.67153
C -1.07596 -1.70089 -0.19662
C 0.30086 -1.07090 -0.18485
H -0.36627 0.98762 -0.02293
H -1.55000 2.89320 0.41153
H 2.15458 2.00160 -1.48166
H -0.19638 3.30225 -0.14232
H -1.58813 -1.62043 -1.13025
H 1.06159 -1.70114 -0.68487
H -1.83963 -1.26376 0.44413
H -0.91285 -2.71770 0.17276
H 1.27301 -1.90607 1.58703
H -0.22072 0.63147 -1.76071
H -0.09829 -1.31333 1.85381
H 1.20139 -0.14654 1.43042
*
```

Results
- LUMO energy (spin up / spin down): -0.3162 / -0.5020 Ha
- Highest occupied orbital energy (spin up / spin down): -0.6872 / -0.6858 hartree
- Frontier orbital gap (spin up / spin down): 10.1 / 5.0 eV

---

How do the energies compare? Relative to the most stable structure, in kcal/mol: 1 0.0; 2 47.9.

---

1 | Density functional theory data (ωB97M-V/def2-TZVPD) for a 2-piece molecular cluster, C8H11IO2 overall.

The geometry in ORCA input format:
```
! RIJCOSX wB97M-V def2-TZVPD def2/J DEFGRID3
* xyz 0 3
I -0.85812 2.98033 0.44557
O 0.34655 0.76879 -1.28153
O -1.27983 1.08890 -2.67432
C 2.59653 -1.69054 1.26649
C -0.52353 0.97310 -0.19069
C -0.10651 0.85873 -2.47904
C 2.81487 0.13549 -0.48215
C -0.41122 -0.12411 0.83446
C 2.77723 -0.74483 0.27908
C -2.91270 0.34180 0.51226
C -1.63101 -0.07747 -0.10879
H 1.58247 -1.59338 1.70866
H 2.58966 -2.72643 1.06042
H -2.76387 0.54819 1.52617
H -3.74925 -0.51248 0.52441
H -3.34373 1.18955 -0.03939
H -0.66982 0.00325 1.94649
H 0.45211 -0.74960 0.66270
H 3.43062 -1.46178 1.96804
H 2.84906 0.88301 -1.24644
H 0.62040 0.60298 -3.25041
H -1.80992 -0.69350 -0.98198
*
```

Results
- LUMO energy (spin up / spin down): 0.0236 / -0.1252 Ha
- Highest occupied orbital energy (spin up / spin down): -0.1945 / -0.3623 hartree
- Frontier orbital gap (spin up / spin down): 5.9 / 6.5 eV

---

2 | Density functional theory data (ωB97M-V/def2-TZVPD) for a 2-piece molecular cluster, C8H11IO2 overall.

The geometry in ORCA input format:
```
! RIJCOSX wB97M-V def2-TZVPD def2/J DEFGRID3
* xyz 0 3
I 2.10843 1.71036 -1.13910
O 0.14902 1.57503 1.09219
O 2.03946 2.69829 1.82366
C 1.64092 -2.45188 1.05273
C -0.30552 -1.16743 0.37770
C -1.64703 0.94860 -1.91740
C -0.82864 1.22413 -1.02620
C 0.24430 1.42808 -0.23969
C 0.56319 -1.51620 1.46242
C 0.92631 2.24580 1.96849
C -2.47370 0.99287 -3.11728
H -0.00888 -1.81820 2.27779
H -3.04604 -0.02630 -3.10279
H 2.10520 -2.08561 0.18673
H 0.29601 2.62649 2.82196
H -3.23925 1.76732 -3.05899
H 1.20981 -3.45650 0.95616
H 1.07508 -0.57330 1.75505
H 0.02072 -1.70302 -0.51667
H -1.89830 1.03834 -4.02821
H 2.38667 -2.65270 1.90352
H -1.31778 -0.80417 0.46793
*
```

Results
- LUMO energy (spin up / spin down): 0.0130 / -0.0328 Ha
- Highest occupied orbital energy (spin up / spin down): -0.2545 / -0.3432 hartree
- Frontier orbital gap (spin up / spin down): 7.3 / 8.4 eV

---

How do the energies compare? Relative to the most stable structure, in kcal/mol: 1 42.7; 2 0.0.

---

1 | Density functional theory data (ωB97M-V/def2-TZVPD) for CH10N2P4 as an isolated structure.

The geometry in ORCA input format:
```
! RIJCOSX wB97M-V def2-TZVPD def2/J DEFGRID3
* xyz 0 1
P -1.66343 -1.12987 0.80508
P 2.77526 -1.04289 -0.14534
P -2.33724 0.76947 0.13024
P 1.06327 0.17822 -0.54597
N -1.67992 0.63270 -1.42452
N 1.73249 1.62399 0.02934
C -0.01472 -0.75883 1.45601
H -3.70395 0.33235 -0.28846
H 0.05910 0.24912 2.09231
H -2.50074 -0.96374 1.90865
H -2.09916 1.11789 -2.22029
H 3.37695 -0.76269 -1.34079
H 0.53148 -1.64362 1.87192
H 2.11016 -2.13092 -0.97966
H 2.53184 2.10041 -0.50734
H 1.04541 2.29342 0.14744
H -1.03413 -0.11720 -1.62102
*
```

Results
- LUMO energy: 0.0082 Ha
- Highest occupied orbital energy: -0.2876 hartree
- Frontier orbital gap: 8.0 eV

---

2 | Density functional theory data (ωB97M-V/def2-TZVPD) for one molecule with the formula CH10N2P4.

The geometry in ORCA input format:
```
! RIJCOSX wB97M-V def2-TZVPD def2/J DEFGRID3
* xyz 0 1
P 0.13836 1.61866 0.84417
P -1.72845 -1.77050 -2.07310
P 0.74571 0.26304 2.59609
P -0.59538 0.10970 -1.91242
N 2.02401 -0.31331 1.85661
N 0.73541 -0.73624 -1.28216
C -1.26025 0.71540 -0.00747
H -1.43517 -1.90924 -3.56054
H 1.96565 -1.12048 1.30926
H -2.94881 -0.93933 -2.27658
H -2.09900 1.50725 -0.08765
H -1.59868 -0.12990 0.61772
H 1.34946 -0.03696 -0.80408
H 1.25997 -1.34677 -1.93406
H 1.35738 1.41627 3.32712
H 2.82295 0.33894 1.75462
H -0.73315 2.33347 1.63248
*
```

Results
- LUMO energy: 0.0301 Ha
- Highest occupied orbital energy: -0.2953 hartree
- SMILES: N[PH]#[PH]CP(N)#[PH2]
- Frontier orbital gap: 8.9 eV

---

How do the energies compare? Relative to the most stable structure, in kcal/mol: 1 28.9; 2 0.0.

---

1 | Density functional theory data (ωB97M-V/def2-TZVPD) for a 4-piece molecular cluster, C2H4FNO2 overall.

The geometry in ORCA input format:
```
! RIJCOSX wB97M-V def2-TZVPD def2/J DEFGRID3
* xyz 0 1
F -2.87602 -0.39740 1.20259
O 2.53884 -0.56432 -1.91274
O 1.41042 1.09521 -3.01385
N -1.22458 0.21672 0.00256
C 1.99620 0.26418 -2.45294
C -1.48954 -0.10918 1.23659
H 0.94784 -0.96474 3.30433
H 0.63338 -0.31855 2.83933
H -1.66068 0.10417 -0.92766
H -0.27586 0.67391 -0.27820
*
```

Results
- LUMO energy: 0.0008 Ha
- Highest occupied orbital energy: -0.3640 hartree
- Frontier orbital gap: 9.9 eV

---

2 | Density functional theory data (ωB97M-V/def2-TZVPD) for C2H4FNO2 as an isolated structure.

The geometry in ORCA input format:
```
! RIJCOSX wB97M-V def2-TZVPD def2/J DEFGRID3
* xyz 0 1
F 1.95404 1.13847 -0.11694
O -2.00438 -0.07716 0.31352
O -1.34869 -1.73627 -0.87873
N -1.13731 -0.85910 -0.07483
C 0.69128 1.00324 -0.43529
C 0.20243 -0.56290 0.52754
H 0.65189 0.90810 -1.49229
H 0.05615 1.85775 0.02887
H 0.92456 -1.40776 0.52892
H 0.01005 -0.26439 1.59922
*
```

Results
- LUMO energy: 0.0062 Ha
- Highest occupied orbital energy: -0.4070 hartree
- Frontier orbital gap: 11.2 eV

---

How do the energies compare? Relative to the most stable structure, in kcal/mol: 1 0.0; 2 47.0.

---

1 | Density functional theory data (ωB97M-V/def2-TZVPD) for a 2-piece molecular cluster, C2H4F2Si overall.

The geometry in ORCA input format:
```
! RIJCOSX wB97M-V def2-TZVPD def2/J DEFGRID3
* xyz 0 1
Si -0.24425 0.49435 -0.00148
F 3.71735 -0.86664 -0.02122
F 3.04539 1.21185 0.01619
C 2.65067 -0.06833 0.03622
C 1.38953 -0.37451 0.01108
H -1.23362 -0.11593 0.75881
H 0.03537 1.76672 0.63330
H -0.64947 0.39683 -1.36125
H 1.08269 -1.92426 0.16786
*
```

Results
- LUMO energy: 0.0210 Ha
- Highest occupied orbital energy: -0.3758 hartree
- Frontier orbital gap: 10.8 eV

---

2 | Density functional theory data (ωB97M-V/def2-TZVPD) for a 2-piece molecular cluster, C2H4F2Si overall.

The geometry in ORCA input format:
```
! RIJCOSX wB97M-V def2-TZVPD def2/J DEFGRID3
* xyz 0 1
Si -1.01595 -1.04749 0.45059
F 1.84149 1.74614 -0.78616
F 2.18374 -0.40717 -0.86960
C 0.05000 0.33934 -0.03740
C 1.21657 0.55910 -0.55293
H -0.78006 2.49913 -0.05475
H -1.59331 -0.41009 1.58302
H -0.15948 -2.00037 1.05673
H -1.74300 -1.27860 -0.78950
*
```

Results
- LUMO energy (spin up / spin down): -0.0516 / -0.0265 Ha
- Highest occupied orbital energy (spin up / spin down): -0.3759 / -0.3775 hartree
- Frontier orbital gap (spin up / spin down): 8.8 / 9.6 eV

---

How do the energies compare? Relative to the most stable structure, in kcal/mol: 1 0.0; 2 66.8.

---

1 | Density functional theory data (ωB97M-V/def2-TZVPD) for C2H2ClOP as an isolated structure.

The geometry in ORCA input format:
```
! RIJCOSX wB97M-V def2-TZVPD def2/J DEFGRID3
* xyz 0 1
Cl -1.97070 -1.13996 -0.02608
P 1.29308 -1.23991 -0.01602
O -0.92299 2.02779 0.02345
C 0.00070 1.26430 0.02670
C 0.03847 -0.15320 0.08153
H 1.06164 1.63051 -0.04346
H 0.49980 -2.38952 -0.04614
*
```

Results
- LUMO energy: -0.0721 Ha
- Highest occupied orbital energy: -0.3878 hartree
- Frontier orbital gap: 8.6 eV

---

2 | Density functional theory data (ωB97M-V/def2-TZVPD) for one molecule with the formula C2H2ClOP.

The geometry in ORCA input format:
```
! RIJCOSX wB97M-V def2-TZVPD def2/J DEFGRID3
* xyz 0 1
Cl -3.77157 0.07151 -0.07678
P 1.82637 -0.69277 0.01504
O 0.33541 0.18810 -0.06260
C -2.15141 0.18094 0.15265
C -0.95771 0.00462 -0.03429
H 2.32074 0.16740 1.01268
H 2.39816 0.08021 -1.00670
*
```

Results
- LUMO energy: 0.0095 Ha
- Highest occupied orbital energy: -0.3306 hartree
- SMILES: POC#CCl
- Frontier orbital gap: 9.3 eV

---

How do the energies compare? Relative to the most stable structure, in kcal/mol: 1 0.0; 2 10.4.